# 1
Entry from the OMol25 dataset: C40H54AgN5 as an isolated structure (wB97M-V/def2-TZVPD).

XYZ file:
```
100
Properties=species:S:1:pos:R:3:forces:R:3
Ag -1.30252 -0.11917 0.85203 0.3 0.1 0.2
C -3.23308 -1.53314 3.28241 0.0 0.1 0.0
C -3.59296 -0.41197 2.32827 0.0 0.0 0.3
C -3.71304 -0.65330 0.94971 -0.6 -0.2 0.1
C -3.84157 -2.06525 0.41733 0.2 0.0 -0.1
C -3.98883 0.42328 0.08977 0.2 0.3 -0.2
C -4.09589 0.18168 -1.39747 -0.1 0.0 0.0
C -4.09428 1.72018 0.59660 0.0 0.0 -0.2
C -4.34823 2.86914 -0.35420 0.0 0.0 0.0
C -3.95013 1.95766 1.96987 0.0 0.3 0.0
C -3.89202 3.37493 2.50178 0.0 -0.1 0.0
C -3.76437 0.88797 2.83716 0.1 -0.3 0.2
C -3.69709 1.12512 4.33083 0.0 -0.1 -0.1
H -4.12079 -2.01645 3.70621 0.0 0.0 0.0
H -2.63184 -1.15636 4.10994 0.0 0.0 0.0
H -2.63771 -2.29872 2.78990 0.0 0.0 0.0
H -3.23989 -2.23078 -0.47680 0.0 0.0 0.0
H -4.88842 -2.26043 0.16165 0.0 0.0 0.0
H -3.53240 -2.81118 1.14281 0.0 0.0 0.0
H -5.13561 0.01524 -1.70510 0.0 0.0 0.0
H -3.51505 -0.68697 -1.70051 0.0 0.0 0.0
H -3.71268 1.02875 -1.96571 0.0 0.0 0.0
H -3.41605 3.22643 -0.80846 0.0 0.0 0.1
H -4.81345 3.71227 0.15359 0.0 0.0 0.0
H -5.01340 2.56834 -1.16485 0.0 0.0 0.0
H -4.87406 3.74594 2.81161 -0.1 0.0 0.0
H -3.49990 4.05697 1.74979 0.0 0.0 0.0
H -3.22380 3.45514 3.36136 0.0 0.0 0.0
H -2.66906 1.26453 4.68142 0.0 0.0 0.0
H -4.12048 0.28326 4.88000 0.0 0.0 0.0
H -4.25411 2.01471 4.61619 0.0 0.0 0.0
C 1.92624 0.01229 1.74224 0.1 0.0 0.1
C 1.84204 1.52524 1.99613 -0.1 0.1 -0.1
C 0.09135 1.00174 3.83836 0.0 0.0 0.1
C 2.16656 2.32886 0.73599 0.0 0.0 0.0
C 3.25322 3.18972 0.81104 0.0 -0.1 0.0
C 3.75651 3.85421 -0.30096 -0.2 -0.1 -0.1
C 3.13327 3.63080 -1.52224 0.0 -0.1 0.1
C 2.02608 2.79737 -1.65290 0.0 0.0 0.1
C 1.38731 2.70504 -3.02994 -0.1 0.0 0.1
C 1.61787 1.35456 -3.71328 0.0 -0.1 0.0
C -0.10008 3.10281 -3.06579 0.0 -0.1 0.0
C 1.47959 2.14203 -0.50391 -0.1 -0.2 -0.1
N 0.26854 1.52739 -0.51765 -0.1 0.2 0.1
C -0.31072 0.45943 -1.10211 0.2 0.2 -0.2
C 0.11775 -0.85237 -1.32061 0.2 -0.1 0.0
N 1.40615 -1.26298 -1.19096 0.1 -0.1 0.0
C 1.81873 -2.44162 -1.69052 -0.1 0.1 -0.1
C 3.16048 -2.46313 -2.24342 0.0 -0.1 0.0
C 3.54613 -3.46225 -3.10862 -0.1 0.0 0.0
C 2.68195 -4.51373 -3.45424 0.0 0.2 0.0
C 1.49316 -4.61136 -2.75914 0.0 0.1 0.2
C 1.08933 -3.68291 -1.78327 0.1 -0.2 0.0
C 0.01032 -4.17292 -0.79851 0.0 0.0 -0.2
C 0.29639 -5.63260 -0.39583 0.0 -0.1 0.0
C -0.09354 -3.39461 0.51046 0.2 -0.1 0.1
C 4.10728 -1.33522 -1.87440 -0.1 0.0 -0.1
C 5.10371 -0.96883 -2.97678 0.0 0.0 0.1
C 4.84536 -1.67604 -0.57681 0.0 0.0 0.1
H 2.26534 -0.51764 2.63981 0.0 0.0 0.0
H 2.62114 -0.19781 0.93029 0.0 0.0 0.0
H 0.98219 -0.43116 1.43320 -0.1 0.0 -0.1
H 2.66334 1.76045 2.67487 0.1 0.1 0.1
H 0.49081 -0.00092 3.94877 0.0 0.0 -0.1
H -1.39297 1.91583 2.73741 -0.1 0.1 0.1
H -0.31172 1.44202 4.74480 0.0 0.0 0.0
H 3.72152 3.33644 1.78057 0.0 0.0 0.0
H 4.59942 4.52976 -0.21687 0.0 0.0 0.0
H 3.50257 4.13951 -2.41101 0.0 0.0 0.0
H 1.91499 3.44883 -3.63105 0.1 0.1 -0.1
H 1.18578 0.53545 -3.13627 0.0 0.0 0.0
H 2.68936 1.15708 -3.81124 0.0 0.0 0.0
H 1.17441 1.34553 -4.71893 0.0 0.0 0.1
H -0.74909 2.24115 -2.89409 0.1 0.1 0.0
H -0.35032 3.52191 -4.04844 0.0 0.0 0.0
H -0.32901 3.84880 -2.30023 0.0 0.0 -0.1
H -1.31836 0.63064 -1.50722 -0.1 0.0 -0.1
H -0.59701 -1.47291 -1.87614 -0.1 -0.1 0.0
H 4.53180 -3.41448 -3.56486 0.0 0.0 0.0
H 2.95697 -5.24825 -4.20215 0.0 0.0 0.0
H 0.86144 -5.47802 -2.93789 0.0 0.0 0.0
H -0.97540 -4.16847 -1.28819 -0.1 0.1 0.0
H 1.25143 -5.67707 0.13941 -0.1 0.0 0.0
H 0.36317 -6.31112 -1.24650 0.0 0.0 0.1
H -0.49133 -5.99942 0.27266 0.0 0.0 0.0
H 0.90259 -3.19941 0.92130 -0.1 0.0 0.0
H -0.66343 -3.98068 1.24288 0.0 0.1 0.0
H -0.58367 -2.43654 0.39066 -0.1 0.2 -0.1
H 3.48374 -0.46592 -1.66633 -0.1 0.0 0.0
H 5.91315 -1.70531 -3.05565 -0.1 0.0 0.0
H 5.56181 0.00219 -2.76244 0.0 -0.1 0.0
H 4.61185 -0.90628 -3.95013 0.0 0.0 0.0
H 5.49377 -2.54912 -0.72545 0.0 0.1 0.0
H 4.13132 -1.91198 0.21838 0.1 0.0 -0.1
H 5.46279 -0.83345 -0.24039 0.0 -0.1 0.0
N -1.05923 3.98848 4.86024 0.2 0.0 -0.4
C -0.30582 3.69217 3.99648 0.0 -0.1 0.1
N 0.51317 3.34914 3.05219 0.1 0.3 0.3
C 0.62718 1.95584 2.82334 -0.2 -0.2 -0.2
N -0.65801 1.23601 2.58475 0.0 -0.3 -0.1
```
Positions in Å, forces in eV/Å.

For the HOMO energy, the calculation gives 0.14 eV. Its total charge is -2. Its LUMO energy is 4.3 eV.

Results of the Mulliken charge analysis, in e, for atoms 1 through 6: atom 1 (Ag): 0.1514, atom 2 (C): -2.4301, atom 3 (C): 2.7368, atom 4 (C): -1.4582, atom 5 (C): -1.7453, atom 6 (C): 2.1733

***

# 2
Entry from the OMol25 dataset: C40H54CrF3N3O3PS as an isolated structure at a distorted geometry (wB97M-V/def2-TZVPD).

XYZ file:
```
106
Properties=species:S:1:pos:R:3:forces:R:3
Cr 0.61628 0.36452 0.26823 0.6 -0.1 0.7
C 2.82388 -0.69917 -5.12002 0.0 0.0 -0.1
C 2.83306 -1.05022 -3.62567 -0.1 -0.1 -0.1
C 3.12251 -2.54062 -3.42888 -0.1 0.0 0.0
C 1.52816 -0.60267 -3.00191 0.1 -0.1 0.0
C 1.41059 0.66271 -2.45599 0.2 0.3 0.0
C 0.20479 1.17578 -1.95501 -0.3 0.2 -0.7
C 0.03144 2.70955 -1.95677 0.1 -0.1 0.1
C -0.19572 3.13735 -3.41684 -0.1 0.0 0.0
C 1.21202 3.52304 -1.41410 0.0 -0.1 -0.1
C -0.93451 0.31706 -1.96675 -0.1 0.1 -0.3
C -0.85448 -0.94059 -2.61014 0.1 0.0 0.1
C 0.37729 -1.37167 -3.08960 0.0 -0.2 -0.1
C -2.07326 -1.78819 -2.96213 0.1 0.0 -0.1
C -1.80370 -3.30121 -2.87987 0.0 0.0 0.0
C -2.52715 -1.46383 -4.39721 0.0 0.0 0.0
C -2.29451 0.82163 -1.56417 0.0 -0.1 0.1
C -3.09480 1.40441 -2.54914 0.0 0.0 0.0
C -4.39708 1.79392 -2.29243 -0.1 0.0 0.0
C -4.94191 1.57599 -1.03406 -0.1 0.0 0.0
C -4.15973 1.00800 -0.04616 0.0 -0.1 0.0
C -2.82731 0.64326 -0.27544 0.1 0.0 -0.2
P -1.74343 0.05636 1.08551 -0.9 0.3 0.3
C -2.34942 -1.65828 1.52878 0.3 -0.1 -0.1
C -3.86689 -1.82145 1.50404 -0.1 -0.1 0.1
C -1.75663 -2.59544 0.45821 -0.2 0.0 0.1
C -1.81096 -2.03633 2.91960 -0.1 0.0 0.0
C -2.15803 1.22363 2.52636 0.2 0.1 -0.1
C -1.03956 1.12441 3.58416 -0.3 0.0 0.1
C -2.15317 2.63839 1.91003 0.0 -0.1 0.1
C -3.47699 1.01848 3.27711 -0.1 0.1 0.1
H 3.76119 -1.01123 -5.59059 -0.1 0.0 0.0
H 2.70449 0.37789 -5.27758 0.0 -0.1 0.0
H 1.99880 -1.21184 -5.63076 0.1 0.1 0.1
H 3.63041 -0.48160 -3.15043 0.1 0.1 0.1
H 2.45771 -3.16111 -4.04025 0.1 0.1 0.1
H 3.00853 -2.83939 -2.38498 0.0 0.0 -0.1
H 4.14655 -2.76319 -3.73612 -0.1 0.0 0.0
H 2.27696 1.31463 -2.47302 0.0 0.0 0.1
H -0.86345 2.95539 -1.38667 -0.1 0.0 0.1
H 0.67861 2.86956 -4.01408 0.0 0.0 0.0
H -0.32900 4.22084 -3.47087 0.0 -0.1 0.0
H -1.06603 2.66491 -3.86876 0.0 0.0 0.0
H 2.02912 3.55634 -2.14238 -0.1 0.0 0.1
H 1.61161 3.12600 -0.48743 0.0 0.0 0.1
H 0.89157 4.55433 -1.24556 0.0 -0.1 0.0
H 0.42831 -2.33317 -3.59680 0.0 0.2 0.1
H -2.89003 -1.53003 -2.28802 0.0 0.0 0.1
H -1.28906 -3.65501 -3.77908 -0.1 0.0 0.1
H -2.74950 -3.84473 -2.81948 0.1 0.0 0.0
H -1.19329 -3.57782 -2.01753 -0.1 0.0 -0.1
H -1.70036 -1.63184 -5.09637 -0.1 0.0 0.1
H -2.85635 -0.42928 -4.50710 0.0 -0.1 0.0
H -3.35721 -2.11557 -4.68755 0.1 0.1 0.0
H -2.69191 1.54730 -3.54205 0.0 0.0 0.0
H -4.98947 2.25219 -3.07780 0.1 -0.1 0.1
H -5.96957 1.85340 -0.81981 0.1 0.0 0.0
H -4.60356 0.84145 0.92430 0.0 0.0 -0.2
H -4.29099 -1.53929 0.53955 0.0 0.0 0.0
H -4.36560 -1.25134 2.29042 0.1 -0.1 -0.1
H -4.09738 -2.88148 1.66638 0.0 0.1 0.0
H -2.32887 -2.51728 -0.46641 0.1 0.0 0.1
H -1.81354 -3.63606 0.79721 0.0 0.1 0.0
H -0.71306 -2.37220 0.21861 0.0 0.0 0.0
H -2.41649 -1.60734 3.71847 0.0 0.0 -0.1
H -0.78500 -1.70643 3.07568 0.0 0.0 0.0
H -1.84103 -3.12537 3.03482 0.0 0.1 0.0
H -0.05001 1.21591 3.16709 0.3 0.1 -0.2
H -1.08258 0.18227 4.13222 0.0 0.1 0.0
H -1.17664 1.93308 4.31166 0.0 -0.1 -0.1
H -1.29528 2.78728 1.24851 0.1 0.0 0.0
H -2.10085 3.38064 2.71343 0.0 -0.1 -0.1
H -3.05421 2.83089 1.32803 0.0 0.0 0.0
H -3.48525 0.09673 3.85804 0.0 0.1 0.0
H -4.36406 1.03920 2.64831 0.1 0.0 0.1
H -3.57519 1.84766 3.98789 0.0 -0.1 0.0
N 3.89845 -0.23869 2.88307 -0.7 -0.1 0.1
C 3.32440 -1.41917 3.10870 -0.3 0.1 -0.1
C 3.86508 -2.52128 3.80617 0.1 0.1 0.0
C 3.21581 -3.71947 3.80356 -0.1 -0.2 0.0
C 2.01223 -3.87951 3.08993 0.1 -0.2 0.1
C 1.47616 -2.79821 2.47230 0.0 0.2 0.0
N 2.08206 -1.58791 2.55785 0.3 0.1 -0.1
C 2.64501 1.98891 2.31219 -0.2 0.3 0.0
C 3.32212 2.45575 3.43423 0.1 -0.1 -0.1
C 2.88477 3.62706 4.01667 0.1 0.1 0.2
C 1.81037 4.30453 3.46040 -0.1 0.1 0.0
C 1.17770 3.74002 2.37510 0.0 -0.3 -0.1
N 1.57146 2.58219 1.82013 0.0 -0.1 0.2
H 4.88518 -0.16022 3.10105 0.0 -0.2 -0.1
H 4.81833 -2.38974 4.30275 -0.1 0.0 0.0
H 3.64547 -4.56262 4.33076 0.0 0.0 0.0
H 1.51351 -4.83616 3.01773 0.1 0.1 0.0
H 0.56889 -2.82254 1.89373 0.0 0.1 0.0
H 4.17811 1.93099 3.82672 0.0 0.1 -0.1
H 3.39497 4.02365 4.88742 0.0 0.0 -0.1
H 1.47231 5.25342 3.85875 0.0 -0.1 0.0
H 0.32955 4.23127 1.91649 -0.1 0.0 0.0
F 2.77473 -1.67924 -0.17493 -0.1 0.2 0.2
C 3.85837 -1.00987 0.29855 0.0 0.4 -0.5
F 4.57009 -0.63550 -0.76988 -0.2 -0.1 0.2
F 4.58442 -1.90279 0.96575 0.3 -0.1 0.1
S 3.42891 0.69881 1.24268 1.0 -0.1 -0.8
O 4.72676 1.32084 1.01647 -0.4 -0.1 0.2
O 2.47776 0.93576 0.05006 0.2 0.0 0.1
O 1.54725 -0.48438 2.01270 -0.4 -0.1 -0.1
```
Positions in Å, forces in eV/Å.

As for the spin multiplicity: 5. For the HOMO energy (spin up / spin down), the calculation gives -11.08 / -11.14 eV. The expectation value of S² is 6.020. Its total charge is +1. Its LUMO energy (spin up / spin down) is -2.7 / -2.4 eV.

Results of the Mulliken charge analysis, in e, for atoms 1 through 6: atom 1 (Cr): 0.8999, atom 2 (C): -1.4325, atom 3 (C): -0.1748, atom 4 (C): -1.6589, atom 5 (C): 0.3458, atom 6 (C): -0.2287

***

- Number 1 is which compound?
  C40H54AgN5